[1]
Molecular formula: C6H24FeN12O6
Method: DFT, ωB97M-V with the def2-TZVPD basis set

```
49
Properties=species:S:1:pos:R:3:forces:R:3:lowdin_charge:R:1
Fe -18.0166 23.0997 -12.9266 0.02 -0.04 -0.10 1.436
C -20.7135 18.3288 -13.8252 5.51 4.31 0.75 -0.745
O -20.4216 19.5385 -13.5690 0.47 -0.99 -0.37 -0.009
N -21.8487 17.8855 -13.6354 -7.20 -1.99 0.56 0.202
N -19.8576 17.3691 -14.1541 2.37 -0.59 -0.99 0.177
H -22.5578 18.5301 -13.3161 -0.27 -0.46 -0.33 0.152
H -22.0212 16.9832 -14.0552 -1.03 0.18 0.63 0.141
H -18.8740 17.5909 -14.2132 -0.29 -0.17 -0.33 0.123
H -20.2305 16.5567 -14.6243 0.62 0.01 0.14 0.120
C -14.8809 19.3000 -10.3443 -1.99 -0.64 -0.25 -0.747
O -15.2111 20.1777 -11.1101 0.47 2.10 -1.49 0.018
N -13.7722 18.5979 -10.3401 3.31 -1.29 -0.26 0.180
N -15.8107 18.8242 -9.5130 -1.05 -0.89 1.85 0.152
H -12.9871 18.7512 -10.9566 -0.50 0.50 -0.10 0.127
H -13.6250 17.7751 -9.7732 -0.41 0.32 0.10 0.119
H -15.5671 18.0801 -8.8750 -0.42 0.29 0.07 0.110
H -16.6851 19.3183 -9.4063 0.39 -0.21 -0.02 0.113
C -16.9910 21.4999 -18.1239 -3.57 1.38 0.45 -0.876
O -16.9290 21.8607 -17.0055 1.00 1.19 6.08 0.082
N -18.1132 21.5385 -18.7743 -4.73 0.11 -1.51 0.168
N -16.0865 21.1745 -18.9047 6.55 -2.29 -3.52 0.206
H -18.0748 21.2402 -19.7384 -1.25 0.17 0.37 0.117
H -18.9578 21.5991 -18.2238 -0.03 0.05 -0.67 0.128
H -16.4598 20.8789 -19.7954 1.79 -0.43 -0.01 0.133
H -15.1923 20.9586 -18.4876 0.17 -0.09 -0.90 0.150
C -13.5834 26.7089 -12.6139 -2.29 -3.90 -0.04 -0.748
O -14.6555 26.0949 -12.8439 0.94 1.48 -0.54 -0.040
N -13.2600 27.9385 -12.8119 -1.79 4.67 -1.86 0.175
N -12.5679 26.1025 -12.0435 3.32 -2.27 2.33 0.140
H -12.3486 28.3548 -12.6855 -0.33 -0.37 -0.24 0.130
H -13.9526 28.4220 -13.3656 0.26 0.68 0.30 0.128
H -11.9052 26.7262 -11.6053 0.28 -0.53 -0.19 0.106
H -12.1921 25.2118 -12.3359 -0.60 0.05 0.23 0.120
C -18.7281 25.4638 -7.8825 -1.37 -0.65 -4.95 -0.702
O -18.8478 24.8103 -8.9664 0.75 -0.12 1.06 -0.001
N -18.6078 24.9143 -6.7102 0.40 -2.32 2.63 0.189
N -18.8214 26.7654 -7.9150 0.25 2.19 1.03 0.192
H -19.1652 25.2397 -5.9334 0.23 0.15 -0.03 0.135
H -18.4849 23.9127 -6.7515 -0.12 0.06 0.20 0.127
H -18.5530 27.1766 -7.0324 -0.06 0.82 -0.48 0.127
H -18.8784 27.3049 -8.7669 -0.02 -0.28 0.28 0.135
C -22.2283 25.6506 -15.3852 -2.28 -0.17 -1.59 -0.860
O -21.3964 25.1776 -14.7023 3.87 -1.76 3.14 0.050
N -22.0780 26.1428 -16.5653 3.31 2.94 -4.13 0.167
N -23.5043 25.4998 -15.2155 -4.12 -1.69 3.52 0.162
H -21.1108 26.4038 -16.6941 -0.15 0.54 -0.81 0.121
H -22.8069 26.7450 -16.9204 0.49 -0.06 -0.30 0.123
H -23.6266 24.7937 -14.5037 -1.22 0.44 0.13 0.121
H -24.2678 25.9950 -15.6536 0.34 -0.40 0.17 0.126
```
Forces are in eV/Å.

The value obtained for the total energy is -2614.42363 hartree. Its total charge is +2.

[2]
Molecular formula: C22H25IrN2O3
Method: DFT, ωB97M-V with the def2-TZVPD basis set

```
53
Properties=species:S:1:pos:R:3:forces:R:3:lowdin_charge:R:1
C 2.0568 -0.2234 2.6957 1.20 -0.18 -0.17 -0.147
C 2.4535 -0.7850 1.4372 1.00 0.02 0.51 -0.172
C 2.0748 0.1374 0.3974 1.49 1.05 0.06 -0.221
H 2.9555 -1.7450 1.3361 -0.21 0.32 -0.20 0.127
C 1.4730 1.2956 1.0592 1.33 0.55 0.06 -0.182
C 1.5508 1.0760 2.4687 -0.03 0.64 0.14 -0.128
H 1.0945 2.1929 0.5788 0.32 -0.30 0.16 0.093
C -0.9703 -1.5193 3.5390 -1.08 1.09 -0.51 -0.052
C -0.1444 -2.5378 3.0346 0.39 -1.09 -1.82 -0.050
C -0.3610 -2.6552 1.6062 -0.91 0.03 1.30 -0.095
H 0.5672 -3.1258 3.6104 -0.22 0.14 -0.18 0.127
C -1.4097 -1.6687 1.2574 -0.34 -1.13 0.69 -0.368
C -1.7031 -0.9251 2.4639 0.34 -1.32 0.16 -0.085
H 2.2559 -0.0014 -0.6609 0.06 0.25 0.00 0.102
H 1.2875 1.7675 3.2648 -0.12 -0.17 -0.40 0.114
H 2.1376 -0.7199 3.6575 0.10 0.19 -0.20 0.126
H -2.4883 -0.1943 2.4924 -0.03 0.08 0.27 0.107
H -0.0028 -3.4622 0.9548 -0.03 0.63 0.44 0.125
H -1.0409 -1.2326 4.5723 0.04 0.08 0.10 0.117
Ir 0.3059 -0.5249 1.1748 -1.37 -2.26 1.54 1.410
C -2.0498 -1.4572 -0.0939 -0.23 -0.04 -0.64 -0.483
C -3.5546 -1.6899 -0.1520 -0.36 -0.11 0.02 -0.010
C -1.3487 -2.4298 -1.0603 0.09 -0.72 -0.17 -0.055
H -3.8378 -2.7285 0.0864 0.19 0.39 0.00 0.106
H -3.8904 -1.4894 -1.1836 0.03 -0.02 0.40 0.107
H -4.0739 -1.0019 0.5292 -0.04 -0.26 -0.16 0.091
H -1.4498 -3.4769 -0.7132 -0.16 0.52 0.11 0.103
H -0.2704 -2.2063 -1.0925 -0.22 -0.16 -0.21 0.087
H -1.7407 -2.3807 -2.0850 0.16 -0.14 0.69 0.098
C -1.7987 0.0658 -0.3690 -0.80 0.25 -0.32 -0.079
C -1.5197 0.4844 -1.7779 1.43 -4.10 -1.36 -0.374
H -0.7751 0.3509 0.0583 -0.66 0.74 -0.37 0.037
H -2.5265 0.7210 0.1375 0.32 -0.32 -0.15 0.136
O -1.0994 -0.4679 -2.4994 -2.76 3.47 1.00 0.004
N -1.5113 1.8279 -2.0813 -0.60 0.94 -0.47 0.051
C -0.2995 2.5844 -1.7504 0.01 -0.09 0.12 -0.119
H -1.9644 2.1130 -2.9397 0.36 -0.45 -0.19 0.149
C 0.9970 1.9563 -2.2817 -0.18 0.41 -0.25 -0.213
C 2.1870 2.6270 -2.0173 0.11 -0.36 -0.01 -0.066
H 2.1444 3.6045 -1.5350 0.22 -0.25 0.06 0.124
C 3.3931 2.0582 -2.4158 0.15 0.12 0.00 -0.077
H 4.3147 2.5835 -2.1992 0.03 -0.05 -0.05 0.107
C 3.4285 0.8383 -3.0952 0.11 -0.11 0.10 -0.085
H 4.3677 0.3808 -3.3915 -0.01 0.21 0.12 0.108
C 2.2390 0.2099 -3.4332 -0.07 0.48 0.06 -0.072
H 2.1901 -0.7167 -3.9956 0.27 0.13 -0.03 0.114
C 1.0372 0.8053 -3.0784 -0.15 0.21 -0.16 -0.043
H 0.1262 0.3327 -3.4368 0.69 0.51 0.07 0.090
H -0.2962 2.6688 -0.6436 0.28 0.08 -0.53 0.101
H -0.3992 3.6199 -2.1301 -0.14 -0.60 0.15 0.144
O -0.9099 1.1177 4.0670 -1.97 3.48 -0.73 0.007
N -1.5210 2.0091 3.4384 1.91 -4.12 -2.75 -0.037
O -1.6799 1.9369 2.1943 0.04 1.32 3.71 0.004
```
Forces are in eV/Å.

Its expectation value of S² is 8.78. The spin multiplicity is 6. The value obtained for the total energy is -1292.26044 hartree. Its total charge is +1.

[3]
Molecular formula: C36H75F6N7O11Zr
Method: DFT, ωB97M-V with the def2-TZVPD basis set

```
136
Properties=species:S:1:pos:R:3:forces:R:3:lowdin_charge:R:1
C 13.8870 -9.0545 32.5710 -0.46 0.19 -0.41 -0.046
C 14.3598 -8.8073 31.1451 0.33 -1.13 0.63 -0.154
N 13.2935 -8.9375 30.1010 -0.86 -0.50 1.48 -0.035
C 12.7599 -7.8790 29.3925 -0.47 -2.80 -2.72 0.018
C 12.0675 -8.5264 28.3528 0.16 0.36 0.12 0.000
N 12.0754 -9.9208 28.5084 1.15 1.86 3.65 -0.059
C 12.7167 -10.1116 29.7545 0.58 0.97 -2.95 0.035
C 11.4722 -10.9290 27.6451 0.19 -0.13 -0.07 -0.006
H 14.7427 -9.1695 33.2363 0.00 0.31 -0.10 0.090
H 13.3962 -10.0277 32.5786 -0.27 0.09 0.22 0.082
H 13.2198 -8.2557 32.8950 -0.01 -0.20 0.29 0.085
H 15.0500 -9.6375 30.9951 0.17 0.15 -0.65 0.107
H 14.9081 -7.8734 31.0209 -0.41 0.06 -0.26 0.121
H 13.0785 -6.8493 29.4595 -0.14 -0.21 0.21 0.123
H 11.6105 -8.0979 27.4730 0.04 0.11 0.17 0.115
H 12.8810 -11.0782 30.2074 0.27 0.09 0.05 0.166
H 12.1461 -11.2758 26.8617 0.50 0.49 0.05 0.052
H 10.6120 -10.4902 27.1395 -0.19 -0.26 0.40 0.100
H 11.2670 -11.8436 28.2014 -0.52 0.38 0.28 0.106
C 18.1421 -14.2622 24.0020 0.77 -0.76 -0.14 -0.063
C 17.6068 -15.6120 24.5893 -0.02 1.30 -0.32 -0.113
N 16.8432 -15.2902 25.8307 -2.83 0.30 0.47 -0.043
C 17.2715 -15.4020 27.1334 -0.88 0.60 0.29 0.016
C 16.1958 -15.1048 27.9605 1.51 0.57 -0.05 0.013
N 15.1255 -14.7484 27.1908 1.28 -1.89 -2.08 -0.076
C 15.5196 -14.8990 25.8867 1.00 -0.37 0.68 -0.007
C 13.7880 -14.4396 27.6980 0.22 1.14 -0.18 0.027
H 18.6186 -14.2967 23.0222 -0.21 -0.92 -0.25 0.085
H 18.9860 -13.8842 24.5791 -0.48 0.28 0.58 0.080
H 17.3534 -13.5272 23.8408 -0.09 -0.02 0.67 0.058
H 18.3209 -16.3792 24.8884 0.37 0.46 -0.12 0.131
H 16.9754 -16.0961 23.8442 -0.40 0.05 0.34 0.121
H 18.3196 -15.5186 27.3660 -0.20 -0.31 0.13 0.131
H 16.2136 -14.8954 29.0199 -0.03 -0.18 0.38 0.130
H 14.8758 -14.8072 25.0243 0.13 -0.02 0.16 0.144
H 13.6679 -14.7667 28.7308 0.30 0.00 -0.15 0.119
H 12.9694 -14.8259 27.0907 0.38 -0.30 -0.15 0.098
H 13.7824 -13.3510 27.6444 -0.56 0.09 0.40 0.068
Zr 12.8452 -11.4281 23.4849 3.75 8.78 1.46 2.130
C 15.4786 -10.8126 25.6621 1.32 0.96 -1.22 -0.332
O 16.4766 -11.0321 24.6635 -0.23 0.12 0.98 -0.120
O 14.4019 -11.5006 25.1434 -3.63 -1.52 -1.89 -0.296
C 16.0078 -11.1112 27.1728 -1.20 1.51 -0.54 -0.602
F 14.9841 -11.1278 28.0320 -1.54 -1.51 -0.18 0.138
F 16.7791 -12.1332 27.2406 0.44 -2.80 -0.18 0.218
F 16.7243 -10.1536 27.7336 1.05 2.09 -1.03 0.148
C 17.7599 -10.3474 24.7305 -1.38 0.67 -0.68 -0.200
C 18.5504 -10.8257 23.5175 0.79 -1.21 2.04 -0.036
H 17.9078 -10.9652 22.6482 0.23 0.76 -0.07 0.093
H 19.4309 -10.1842 23.4816 -0.20 0.16 -0.88 0.086
H 18.9533 -11.8140 23.7390 0.07 -0.08 -0.13 0.046
H 18.0935 -10.3910 25.7673 0.94 -0.51 -0.38 0.103
H 17.6380 -9.2854 24.5176 -0.61 0.37 0.31 0.105
H 15.1627 -9.7698 25.6901 0.30 0.50 0.21 0.151
C 17.1645 -12.6012 30.9527 -4.15 -3.17 -1.61 -0.390
O 17.9085 -13.8780 30.6818 0.00 2.03 0.61 -0.106
O 15.8204 -13.0436 31.0159 2.41 1.64 0.39 -0.227
C 17.6823 -11.7201 32.0786 -0.71 -1.93 1.15 -0.585
F 17.8010 -12.3946 33.2502 -0.65 0.67 -0.37 0.148
F 18.8896 -11.2910 31.8104 1.48 1.04 -0.51 0.152
F 16.8873 -10.6283 32.2339 0.19 -0.39 0.17 0.116
C 19.2193 -13.7529 30.1803 0.17 -1.35 -0.78 -0.297
C 19.7779 -15.1632 30.0509 0.52 -0.50 0.66 -0.080
H 19.2816 -15.9051 29.4254 -1.05 0.34 0.10 0.051
H 20.7559 -15.2171 29.5727 0.46 0.56 0.54 0.078
H 19.7995 -15.5490 31.0701 0.34 -0.46 -0.16 0.087
H 19.8672 -13.1791 30.8429 0.05 0.12 -0.23 0.117
H 19.2504 -13.4021 29.1488 -0.28 1.08 -0.15 0.098
H 17.1920 -11.9686 30.0655 0.84 0.37 -0.56 0.115
C 13.7256 -8.0790 20.5440 0.36 0.01 -0.20 -0.035
C 14.4416 -8.7798 21.6800 1.25 1.42 -0.39 -0.548
C 14.7681 -7.8074 22.7872 -0.02 0.77 1.37 -0.036
O 13.7976 -9.8997 22.1413 -3.61 -5.84 3.58 -0.298
H 12.8240 -7.5636 20.8751 -0.29 -0.40 -0.23 0.093
H 13.6395 -8.7657 19.7020 -0.70 0.06 0.08 0.090
H 14.3892 -7.2970 20.1749 0.11 0.06 0.10 0.093
H 15.3900 -9.1218 21.2657 0.25 -0.18 -0.04 0.146
H 14.0096 -7.6770 23.5590 -0.81 -0.28 -0.34 0.062
H 14.8989 -6.7978 22.3978 0.35 -0.13 -0.13 0.095
H 15.6098 -8.0651 23.4299 0.49 -0.24 -0.51 0.069
O 10.3854 -8.2094 24.5164 1.18 -2.96 -0.43 0.225
C 11.0504 -9.3569 24.2946 1.95 -0.11 0.11 -0.713
O 12.1396 -9.6604 24.8112 3.84 1.32 3.21 -0.105
O 10.8197 -10.3009 23.5099 -3.53 -2.29 -3.94 -0.091
H 9.5667 -8.4018 24.0535 -1.06 0.74 -0.33 0.148
C 22.8829 -7.2702 31.3921 -0.99 -1.16 1.60 -0.078
C 22.1851 -7.6486 30.1248 -0.91 1.74 -1.34 -0.423
C 20.8514 -8.4810 30.1576 2.31 0.83 0.77 -0.178
O 20.3246 -8.6175 28.8438 1.23 0.16 1.30 -0.186
C 19.5386 -9.7486 28.7532 -0.49 -0.76 -0.85 -0.150
N 21.8617 -6.3341 29.5501 0.17 -0.31 -0.91 0.027
H 22.9872 -8.2235 31.9102 0.97 0.20 0.59 0.081
H 22.2563 -6.6644 32.0467 -0.55 -0.04 0.00 0.076
H 23.7586 -6.6260 31.3126 0.27 -0.76 -0.57 0.091
H 22.9085 -8.1655 29.4943 -0.13 -0.05 -0.31 0.140
H 20.1537 -7.9268 30.7854 -0.28 -0.23 0.25 0.123
H 21.1777 -9.4155 30.6140 -0.77 -0.56 -0.09 0.124
H 19.2960 -9.7392 27.6906 -0.83 -0.39 0.14 0.079
H 18.7077 -9.7817 29.4579 -0.61 0.60 -0.23 0.072
H 19.9886 -10.7178 28.9684 0.98 0.01 -0.02 0.086
H 21.3465 -6.4957 28.6966 -0.16 0.30 -0.29 0.055
H 21.2208 -5.9130 30.2073 -0.16 0.38 0.00 0.063
C 22.0493 -7.3124 19.1618 0.20 0.23 1.50 -0.032
C 21.6787 -7.6257 20.6646 -2.07 0.10 -1.96 -0.375
C 20.8350 -6.5921 21.3525 -0.80 0.77 0.86 -0.230
O 20.6781 -7.0461 22.7097 0.00 0.73 0.54 -0.224
C 19.6687 -6.2989 23.4188 0.93 -0.91 -0.64 -0.087
N 20.8098 -8.8301 20.6085 1.06 -0.90 1.11 0.020
H 21.6227 -6.3768 18.8001 0.09 0.16 0.19 0.069
H 21.6588 -8.0975 18.5144 0.35 -0.09 0.16 0.068
H 23.1376 -7.2528 19.1441 -0.10 -0.01 -0.62 0.073
H 22.5301 -7.7134 21.3396 0.18 -0.77 -0.39 0.142
H 19.8034 -6.5228 21.0074 -0.11 -0.18 -0.93 0.114
H 21.2097 -5.5711 21.2804 0.48 0.18 0.39 0.127
H 19.8496 -5.2337 23.2748 -0.25 0.09 0.22 0.091
H 19.7116 -6.5913 24.4679 0.23 0.20 -0.02 0.083
H 18.6947 -6.6089 23.0401 -0.34 0.30 -0.18 0.069
H 20.4790 -8.9307 21.5575 -0.09 -0.44 0.27 0.031
H 19.9621 -8.6875 20.0783 0.17 0.50 -0.47 0.064
C 14.2683 -4.4333 27.9132 2.32 0.59 0.05 -0.052
C 14.8320 -5.6030 27.0465 -0.31 2.21 2.43 -0.422
C 15.6098 -6.6640 27.8750 1.53 1.04 1.22 -0.115
O 16.5486 -5.9836 28.8427 -1.06 -0.74 -0.80 -0.206
C 17.5096 -6.8184 29.5462 -1.11 0.70 0.03 -0.079
N 13.6147 -6.0417 26.4574 -0.42 -2.61 -1.28 0.023
H 15.1325 -3.8693 28.2641 -0.09 0.14 0.37 0.077
H 13.6816 -4.7033 28.7913 -0.08 -0.32 -0.26 0.071
H 13.7300 -3.7292 27.2789 -0.27 -0.22 0.01 0.079
H 15.4944 -5.1915 26.2849 0.42 0.13 0.18 0.138
H 16.2363 -7.2556 27.2074 -0.05 -0.33 -0.12 0.108
H 14.9855 -7.3136 28.4884 -0.21 -0.06 -0.35 0.079
H 17.0703 -7.6335 30.1212 -0.44 -0.90 -0.90 0.064
H 17.8168 -6.2782 30.4417 0.59 0.88 -0.60 0.092
H 18.3272 -7.0938 28.8800 0.03 -0.23 0.32 0.082
H 13.2193 -5.3143 25.8789 -0.04 0.32 0.16 0.085
H 13.9288 -6.7288 25.7871 -0.61 -0.69 -0.54 0.050
```
Forces are in eV/Å.

The value obtained for the total energy is -3273.00672 hartree. Its total charge is +2.